(1)
{"formula": "C5H12O2", "method": "ωB97M-V/def2-TZVPD", "spin_multiplicity": 1, "homo_lumo_gap_ev": 10.52, "smiles": "C=C[C@@H](C)O.CO", "total_charge": 0, "e_homo_ev": -9.78, "e_lumo_ev": 0.73, "symbols": ["C", "C", "C", "C", "O", "H", "H", "H", "H", "H", "H", "H", "H", "C", "O", "H", "H", "H", "H"], "coordinates": [[0.3339, 1.7504, 0.9571], [-0.2042, 1.4799, -0.2271], [-1.3622, 0.5416, -0.4456], [-1.2322, -0.2322, -1.7536], [-1.4318, -0.3439, 0.6752], [-0.0413, 1.2884, 1.8657], [1.1672, 2.4405, 1.0526], [0.1832, 1.9540, -1.1276], [-2.2863, 1.1423, -0.4718], [-0.3225, -0.8406, -1.7363], [-2.0999, -0.8861, -1.9042], [-1.1869, 0.4570, -2.6041], [-2.1875, -0.9305, 0.5405], [2.1063, -1.2916, 0.9696], [1.0467, -1.6479, 0.1160], [2.1173, -1.8859, 1.8960], [3.0438, -1.4787, 0.4383], [2.0805, -0.2281, 1.2452], [0.2237, -1.2866, 0.4879]], "lowdin_charge": [0.004, -0.130, -0.437, -0.049, -0.067, 0.069, 0.062, 0.109, 0.144, 0.076, 0.082, 0.084, 0.108, -0.170, -0.134, 0.077, 0.078, 0.058, 0.035]}

(2)
{"formula": "C5H12O2", "method": "ωB97M-V/def2-TZVPD", "spin_multiplicity": 1, "homo_lumo_gap_ev": 10.72, "smiles": "OCCCO.C=C", "total_charge": 0, "e_homo_ev": -9.81, "e_lumo_ev": 0.92, "symbols": ["O", "C", "C", "C", "O", "H", "H", "H", "H", "H", "H", "H", "H", "C", "C", "H", "H", "H", "H"], "coordinates": [[-0.9594, 0.5530, 1.4687], [-0.5307, 0.9188, 0.1766], [0.9606, 0.6904, -0.0778], [1.4142, 1.4644, -1.3055], [1.1852, 2.8398, -1.0503], [-1.0649, -0.4067, 1.4729], [-1.1149, 0.3995, -0.6039], [-0.7270, 1.9879, 0.0762], [1.1879, -0.3751, -0.2221], [1.5266, 1.0287, 0.7973], [0.8420, 1.1265, -2.1861], [2.4789, 1.2737, -1.5090], [1.3077, 3.3298, -1.8702], [-1.7429, -2.3988, 0.7424], [-0.4283, -2.5593, 0.8674], [-2.4158, -2.5100, 1.5893], [-2.1964, -2.1281, -0.2083], [0.2431, -2.4329, 0.0213], [0.0341, -2.8018, 1.8211]], "lowdin_charge": [-0.077, -0.282, -0.172, -0.281, -0.072, 0.017, 0.118, 0.114, 0.096, 0.124, 0.119, 0.114, 0.089, -0.076, -0.072, 0.064, 0.061, 0.051, 0.065]}

(3)
{"formula": "C5H12O2", "method": "ωB97M-V/def2-TZVPD", "spin_multiplicity": 1, "homo_lumo_gap_ev": 10.83, "smiles": "COC[C@@H](C)CO", "total_charge": 0, "e_homo_ev": -9.87, "e_lumo_ev": 0.96, "symbols": ["C", "O", "C", "C", "C", "C", "O", "H", "H", "H", "H", "H", "H", "H", "H", "H", "H", "H", "H"], "coordinates": [[0.2079, 1.6894, -2.2538], [0.0479, 0.5016, -1.5176], [0.3150, 0.6501, -0.1339], [0.3793, -0.7392, 0.4960], [0.9985, -0.6813, 1.8923], [-1.0039, -1.3947, 0.5482], [-1.5985, -1.5823, -0.7136], [1.2204, 2.0978, -2.1170], [0.0645, 1.4364, -3.3066], [-0.5242, 2.4568, -1.9622], [1.2729, 1.1791, -0.0004], [-0.4718, 1.2624, 0.3442], [1.0199, -1.3457, -0.1580], [1.1673, -1.6916, 2.2796], [0.3462, -0.1569, 2.6018], [1.9651, -0.1653, 1.8790], [-0.9172, -2.3859, 1.0108], [-1.6502, -0.7865, 1.2097], [-1.3261, -0.8395, -1.2742]], "lowdin_charge": [-0.100, -0.216, -0.205, -0.348, -0.071, -0.254, -0.057, 0.090, 0.093, 0.093, 0.126, 0.141, 0.151, 0.081, 0.084, 0.078, 0.123, 0.124, 0.065]}

Going by the computed energies, the most stable comes first: (3), (1), (2).

(1)
{"formula": "C5H12O2", "method": "ωB97M-V/def2-TZVPD", "spin_multiplicity": 1, "homo_lumo_gap_ev": 8.92, "total_charge": 0, "e_homo_ev": -8.14, "e_lumo_ev": 0.78, "symbols": ["C", "O", "C", "C", "C", "C", "O", "H", "H", "H", "H", "H", "H", "H", "H", "H", "H", "H", "H"], "coordinates": [[-1.4148, -0.6337, 1.3240], [-0.2178, -0.4020, 0.6034], [-0.3214, 0.5805, -0.4404], [-0.4847, 1.9736, 0.1484], [0.9298, 0.4788, -1.3037], [2.1863, -2.4785, -0.2043], [0.8998, -2.6312, -0.4086], [-1.6871, 0.2194, 1.9565], [-1.2256, -1.4974, 1.9644], [-2.2531, -0.8626, 0.6493], [-1.2096, 0.3390, -1.0415], [0.3711, 2.2113, 0.7876], [-1.4043, 2.0448, 0.7366], [-0.5301, 2.7088, -0.6612], [1.8190, 0.6174, -0.6774], [0.9179, 1.2743, -2.0559], [0.9938, -0.4735, -1.8181], [2.2925, -1.5466, 0.4448], [0.3382, -1.9224, -0.0039]], "lowdin_charge": [-0.082, -0.229, -0.443, -0.047, -0.044, -0.017, -0.106, 0.086, 0.098, 0.101, 0.144, 0.094, 0.072, 0.087, 0.091, 0.088, 0.071, -0.006, 0.044]}

(2)
{"formula": "C5H12O2", "method": "ωB97M-V/def2-TZVPD", "spin_multiplicity": 1, "homo_lumo_gap_ev": 10.81, "smiles": "CO[C@@H](C)CCO", "total_charge": 0, "e_homo_ev": -9.84, "e_lumo_ev": 0.97, "symbols": ["C", "O", "C", "C", "C", "C", "O", "H", "H", "H", "H", "H", "H", "H", "H", "H", "H", "H", "H"], "coordinates": [[-1.8306, -0.4039, 1.2458], [-0.5470, -0.5479, 0.6862], [-0.1915, 0.4559, -0.2607], [-0.2936, 1.8778, 0.2874], [1.2245, 0.1289, -0.7242], [1.4103, -1.3379, -1.1197], [1.5055, -2.1964, -0.0073], [-2.5223, 0.0824, 0.5428], [-1.7690, 0.1913, 2.1664], [-2.2155, -1.4031, 1.4791], [-0.8868, 0.3573, -1.1135], [0.4180, 2.0392, 1.1048], [-1.2984, 2.1187, 0.6504], [-0.0608, 2.5863, -0.5151], [1.9298, 0.3596, 0.0852], [1.4690, 0.7835, -1.5713], [0.5878, -1.6403, -1.7917], [2.3440, -1.4552, -1.6790], [0.7266, -1.9962, 0.5343]], "lowdin_charge": [-0.096, -0.198, -0.417, -0.048, -0.137, -0.269, -0.071, 0.094, 0.093, 0.094, 0.149, 0.091, 0.071, 0.087, 0.128, 0.124, 0.120, 0.116, 0.067]}

(3)
{"formula": "C5H12O2", "method": "ωB97M-V/def2-TZVPD", "spin_multiplicity": 1, "homo_lumo_gap_ev": 9.45, "smiles": "C=CC(=C)C.O.O", "total_charge": 0, "e_homo_ev": -8.75, "e_lumo_ev": 0.70, "symbols": ["C", "C", "C", "C", "C", "H", "H", "H", "H", "H", "H", "H", "H", "O", "H", "H", "O", "H", "H"], "coordinates": [[-0.6467, -0.1514, 0.4094], [-0.4271, -1.0039, -0.5904], [-1.5809, -1.4592, -1.3848], [-2.6449, -0.6831, -1.6216], [-1.5852, -2.9178, -1.7912], [0.0941, 0.4630, 0.9003], [-1.6719, 0.1119, 0.6262], [0.5097, -1.5135, -0.7802], [-3.6099, -1.1107, -1.8628], [-2.5772, 0.3863, -1.7985], [-2.5936, -3.1905, -2.0752], [-1.2949, -3.5463, -0.9436], [-0.8710, -3.1255, -2.5888], [2.1445, 4.0574, 4.5499], [1.7361, 4.4425, 5.3304], [3.0849, 4.2480, 4.6485], [3.9451, 1.9826, -0.6004], [4.4939, 1.8849, 0.1904], [3.4950, 1.1252, -0.6175]], "lowdin_charge": [0.022, -0.155, -0.386, 0.033, -0.070, 0.053, 0.054, 0.098, 0.057, 0.068, 0.068, 0.076, 0.082, -0.062, 0.030, 0.033, -0.067, 0.035, 0.031]}

(4)
{"formula": "C5H12O2", "method": "ωB97M-V/def2-TZVPD", "spin_multiplicity": 1, "homo_lumo_gap_ev": 8.22, "total_charge": 0, "e_homo_ev": -7.73, "e_lumo_ev": 0.48, "symbols": ["C", "O", "C", "C", "C", "C", "O", "H", "H", "H", "H", "H", "H", "H", "H", "H", "H", "H", "H"], "coordinates": [[2.1841, 0.6678, -0.0557], [0.8889, 0.8116, 0.3836], [0.0006, 0.0483, -0.1823], [1.3217, -1.9283, -0.0738], [-1.3251, -0.0743, 0.4872], [-2.3419, 0.9574, -0.0175], [-1.9836, 2.2764, 0.3232], [2.2989, 0.8231, -1.1332], [1.9688, -0.7857, 0.0029], [2.8505, 1.2700, 0.5580], [0.0786, -0.0986, -1.2611], [2.2008, -2.4912, 0.2692], [1.1279, -2.2252, -1.1091], [0.4882, -2.2510, 0.5552], [-1.1898, 0.0462, 1.5674], [-1.7105, -1.0857, 0.2998], [-2.4733, 0.8415, -1.1065], [-3.3145, 0.7759, 0.4499], [-1.0701, 2.4217, 0.0427]], "lowdin_charge": [-0.104, -0.122, -0.222, -0.082, -0.137, -0.268, -0.055, 0.083, 0.036, 0.073, 0.140, 0.030, 0.031, 0.018, 0.133, 0.124, 0.119, 0.120, 0.081]}

Going by the computed energies, the most stable comes first: (2), (3), (1), (4).

(1)
{"formula": "C5H12O2", "method": "ωB97M-V/def2-TZVPD", "spin_multiplicity": 1, "homo_lumo_gap_ev": 10.79, "smiles": "CO[C@@H](C)CCO", "total_charge": 0, "e_homo_ev": -9.80, "e_lumo_ev": 0.99, "symbols": ["C", "O", "C", "C", "C", "C", "O", "H", "H", "H", "H", "H", "H", "H", "H", "H", "H", "H", "H"], "coordinates": [[-1.6433, -0.4659, 1.5086], [-0.3249, -0.2793, 1.0449], [-0.2124, 0.4014, -0.2082], [-0.5291, 1.8852, -0.0594], [1.2189, 0.1675, -0.6904], [1.5116, -1.2693, -1.1161], [1.2104, -2.2286, -0.1277], [-2.1046, 0.4766, 1.8316], [-1.5847, -1.1367, 2.3689], [-2.2769, -0.9269, 0.7368], [-0.9235, -0.0598, -0.9167], [0.1588, 2.3421, 0.6603], [-1.5541, 2.0534, 0.2868], [-0.4158, 2.3945, -1.0221], [1.8936, 0.4620, 0.1220], [1.4199, 0.8348, -1.5382], [0.9535, -1.4898, -2.0412], [2.5803, -1.3607, -1.3524], [0.6222, -1.8006, 0.5125]], "lowdin_charge": [-0.091, -0.200, -0.410, -0.043, -0.137, -0.270, -0.067, 0.084, 0.095, 0.098, 0.152, 0.092, 0.072, 0.085, 0.130, 0.123, 0.114, 0.115, 0.057]}

(2)
{"formula": "C5H12O2", "method": "ωB97M-V/def2-TZVPD", "spin_multiplicity": 1, "homo_lumo_gap_ev": 9.18, "total_charge": 0, "e_homo_ev": -8.75, "e_lumo_ev": 0.44, "symbols": ["C", "O", "C", "C", "C", "C", "O", "H", "H", "H", "H", "H", "H", "H", "H", "H", "H", "H", "H"], "coordinates": [[-0.5163, 2.0559, -1.9171], [-0.6679, 0.9901, -1.0150], [-0.0696, 0.6718, 0.9091], [0.3868, -0.5913, 0.5031], [1.8503, -0.9737, 0.6114], [-0.6350, -1.7240, 0.5531], [-1.9415, -1.2615, 0.2971], [0.4903, 2.5023, -1.8673], [-0.6890, 1.7262, -2.9505], [-1.2479, 2.8464, -1.6971], [0.6352, 1.4872, 1.0633], [-1.0824, 0.8283, 1.2600], [0.1339, -0.0080, -0.6680], [2.1206, -1.7139, -0.1498], [2.0811, -1.4151, 1.5894], [2.5035, -0.1049, 0.4758], [-0.3272, -2.5040, -0.1632], [-0.6622, -2.1976, 1.5438], [-1.8812, -0.6229, -0.4352]], "lowdin_charge": [-0.178, -0.312, 0.108, -0.406, -0.060, -0.242, -0.069, 0.073, 0.075, 0.075, 0.111, 0.104, 0.164, 0.078, 0.081, 0.080, 0.121, 0.127, 0.072]}

Going by the computed energies, the most stable comes first: (1), (2).